1.
This record from the OMol25 dataset describes a 2-piece molecular cluster, C9H14O overall. The level of theory is ωB97M-V/def2-TZVPD.

Computed properties:
HOMO-LUMO gap, eV: 9.19
DFT total energy, eV: -11606.733
SMILES: Cc1ccc(O)cc1.CC
LUMO, eV: 0.8896
HOMO energy, eV: -8.302
Spin multiplicity: 1

The geometry in XYZ format:
```
24
Properties=species:S:1:pos:R:3:forces:R:3:nbo_charge:R:1
C 2.53579 -1.04192 1.34686 0.507 -0.582 0.539 -0.64
C 1.36166 -1.12010 0.39487 -0.014 -0.343 1.751 -0.05
C 1.45775 -0.41318 -0.79248 -0.076 -1.249 0.132 -0.19
C 0.32144 -0.13023 -1.52497 1.425 -0.259 -0.584 -0.30
C -0.88299 -0.60373 -1.09176 -0.839 -0.173 0.325 0.30
O -2.02511 -0.31691 -1.78868 -0.506 -0.505 0.551 -0.67
C -0.98560 -1.40274 0.06681 -0.470 0.618 -1.309 -0.26
C 0.13914 -1.68925 0.80983 -0.070 1.292 -0.516 -0.19
H 3.34145 -1.76673 1.18325 0.062 0.246 -0.582 0.22
H 2.33023 -1.23982 2.40576 -0.710 0.089 -0.230 0.22
H 2.91970 -0.02414 1.32811 0.326 -0.082 -0.110 0.22
H 2.45581 -0.33703 -1.20928 -0.036 0.898 0.081 0.21
H 0.49427 0.32685 -2.49173 -0.535 0.217 -0.062 0.21
H -1.83361 0.23674 -2.54203 0.224 0.221 -0.237 0.48
H -1.98633 -1.72966 0.31800 0.086 -0.163 0.197 0.22
H -0.04618 -2.19106 1.74927 0.613 -0.156 0.083 0.22
C -1.41889 2.91549 0.59822 -1.038 -0.600 0.393 -0.61
C -0.26677 2.41775 1.47976 0.591 0.727 -1.292 -0.62
H -1.95612 2.02825 0.24585 0.266 0.222 -0.756 0.21
H -2.24187 3.51934 0.98784 0.322 0.034 0.903 0.20
H -1.01164 3.56181 -0.17963 0.018 -0.489 -0.361 0.20
H 0.19286 3.28248 1.95611 0.196 -0.308 0.434 0.20
H 0.42303 2.06905 0.70390 0.443 0.048 0.288 0.21
H -0.34417 1.54029 2.11510 -0.787 0.299 0.362 0.21
```
Positions in Å, forces in eV/Å.

=====

2.
This record from the OMol25 dataset describes one molecule with the formula C4H6N2O2. The level of theory is ωB97M-V/def2-TZVPD.

Computed properties:
HOMO-LUMO gap, eV: 10.12
DFT total energy, eV: -11317.556
SMILES: C=C(/C=N\N)C(=O)O
LUMO, eV: 0.0684
HOMO energy, eV: -10.056
Spin multiplicity: 1

The geometry in XYZ format:
```
14
Properties=species:S:1:pos:R:3:forces:R:3:nbo_charge:R:1
C -0.66886 -1.86618 -0.19463 -0.935 -0.645 2.310 -0.27
C -0.25470 -0.61672 -0.32249 -0.502 -1.703 -1.327 -0.27
C 0.92859 -0.30206 -1.16826 1.644 3.175 -2.686 0.00
N 2.00107 0.38681 -0.86138 -2.232 -1.655 1.222 -0.20
N 1.94272 0.52356 0.56445 2.422 -1.883 1.499 -0.73
C -1.25521 0.31111 0.32863 1.649 1.581 -0.280 0.79
O -2.44480 0.14278 0.36400 0.849 0.132 0.237 -0.56
O -0.59777 1.34366 0.87182 0.776 0.984 -0.098 -0.71
H -0.18211 -2.79278 -0.39663 0.546 -0.253 -0.769 0.20
H -1.51608 -1.96036 0.52057 0.315 -0.283 -1.033 0.22
H 0.90608 -0.29169 -2.29101 -0.711 -0.870 1.058 0.22
H 1.63401 -0.51362 0.83305 1.195 3.075 0.514 0.38
H 2.94457 0.75433 0.97697 -2.748 -0.814 -1.256 0.40
H 0.44877 1.38307 0.68953 -2.267 -0.839 0.609 0.52
```
Positions in Å, forces in eV/Å.

=====

3.
This record from the OMol25 dataset describes C28H54F18N7O3P3V as an isolated structure. The level of theory is ωB97M-V/def2-TZVPD.

Computed properties:
HOMO-LUMO gap (alpha / beta), eV: 7.74 / 9.50
DFT total energy, eV: -148958.543
Charge: +2
LUMO (alpha / beta), eV: -4.2962 / -4.2966
HOMO energy (alpha / beta), eV: -12.037 / -13.792
Spin multiplicity: 4
Expectation value of S²: 3.752

The geometry in XYZ format:
```
114
Properties=species:S:1:pos:R:3:forces:R:3:mulliken_spin:R:1
V -0.99743 -0.28652 0.69975 0.487 0.860 -0.410 2.77
O 0.87300 3.25882 0.32529 0.790 1.636 0.748 0.00
C 0.30350 2.12450 0.60324 -4.984 -0.559 0.889 0.02
O -0.79061 1.93252 1.16215 -2.631 2.887 2.559 0.03
O 0.70208 1.11137 0.12394 5.458 -5.691 -3.230 0.01
H 1.73256 2.89458 0.10149 0.785 0.823 -0.610 0.00
C -0.41012 5.65681 -4.29988 0.802 -0.963 -0.195 0.00
C -1.22335 5.86091 -3.03706 -0.073 0.337 0.826 0.00
C -1.73270 4.52343 -2.47997 -0.821 -0.753 -0.185 0.00
N -2.90667 4.57532 -1.49089 -0.261 -0.082 2.180 0.00
C -4.16993 5.34250 -1.99672 1.181 -1.283 -0.301 0.00
C -4.61151 4.65387 -3.30026 -0.459 0.094 0.610 0.00
C -4.96900 3.17125 -3.05341 0.361 0.050 0.963 0.00
C -3.91891 2.33174 -2.22252 -0.778 1.484 -0.883 0.00
C -3.35873 3.14565 -1.01343 0.699 -0.693 -1.879 -0.01
C -2.39668 5.22410 -0.18268 -0.235 0.615 -1.146 0.00
H -0.79740 4.84404 -4.91429 -0.432 0.166 -0.164 0.00
H 0.57040 5.26996 -4.02240 0.228 0.126 0.057 0.00
H -0.22597 6.51211 -4.95001 -0.336 0.169 0.364 0.00
H -1.98133 6.63116 -3.17951 -0.462 -0.400 -0.166 0.00
H -0.60047 6.29320 -2.25396 0.250 0.135 -0.084 0.00
H -0.96075 3.93278 -1.98669 0.221 0.425 0.419 0.00
H -2.00326 3.82534 -3.27214 -0.459 0.382 -0.188 0.00
H -3.90219 6.39620 -2.07506 -0.031 -0.118 -0.150 0.00
H -4.89414 5.20883 -1.19314 -0.059 0.050 -0.091 0.00
H -3.87649 4.81386 -4.08909 0.175 -0.183 0.069 0.00
H -5.51282 5.14501 -3.66704 -0.039 0.165 0.094 0.00
H -5.32105 2.73283 -3.98720 0.560 -0.346 -0.006 0.00
H -5.84866 3.11440 -2.41227 -0.299 0.464 0.003 0.00
H -3.06519 2.04802 -2.83796 -0.131 -0.137 0.041 0.00
H -4.46030 1.42540 -1.95131 0.481 -0.013 0.484 0.00
H -2.45256 2.60363 -0.74291 0.183 0.364 0.289 0.02
H -3.94081 3.22738 -0.09550 -0.371 0.324 -0.404 0.00
H -2.05268 6.21703 -0.47226 0.354 -0.106 0.144 0.00
H -1.61366 4.61202 0.26490 -0.035 0.012 -0.255 0.00
H -3.18375 5.40283 0.54991 -0.293 -0.465 -0.310 0.00
C 5.98453 -1.98626 1.61824 0.519 -0.808 -0.284 0.00
C 4.57514 -2.28259 1.15171 -0.359 0.468 1.438 0.00
N 4.25155 -1.65801 -0.08969 -1.721 4.063 -3.279 0.00
C 4.57888 -2.11147 -1.33061 1.635 0.262 -1.424 0.00
C 4.23821 -1.19727 -2.33392 0.001 -2.506 1.425 0.00
N 3.53450 -0.25266 -1.71816 0.401 0.755 4.767 0.00
C 3.62336 -0.41808 -0.31769 0.081 -2.591 -2.156 0.00
C 2.83986 0.80537 -2.38175 -0.222 0.616 -1.151 0.00
H 6.18775 -2.66078 2.45001 0.152 0.058 0.008 0.00
H 6.20569 -0.97156 1.94928 -0.452 0.066 -0.144 0.00
H 6.67262 -2.23253 0.80955 0.263 -0.012 0.122 0.00
H 3.88020 -1.87168 1.88403 -0.238 -0.346 -0.032 0.00
H 4.34608 -3.33998 1.01917 0.231 0.034 0.252 0.00
H 5.30641 -2.89909 -1.46001 -0.340 -0.305 0.146 0.00
H 4.35136 -1.25335 -3.40651 0.072 0.034 0.172 0.00
H 3.06154 0.15059 0.40851 -0.004 -0.011 -0.122 0.00
H 2.74258 1.71222 -1.78486 -0.015 -0.388 0.047 0.00
H 1.87173 0.43944 -2.72366 -0.142 0.212 0.246 0.00
H 3.44754 1.01872 -3.26113 -0.167 0.334 -0.056 0.00
C 2.68457 0.41726 9.66484 0.163 1.196 -0.864 0.00
C 1.93453 -0.57828 8.80777 -1.655 -0.580 2.280 0.00
N 1.69429 -0.18766 7.43918 -0.944 1.923 -3.745 0.00
C 2.75445 -0.06980 6.56111 -1.948 0.736 -1.999 0.00
C 2.22441 0.35699 5.30729 0.798 -0.339 1.964 0.00
N 0.87236 0.57746 5.46145 2.785 -1.224 5.014 0.00
C 0.52936 0.29006 6.72942 3.253 -2.019 2.204 0.00
C -0.03665 1.19774 4.62376 -1.070 0.326 -2.040 0.00
H 2.64897 0.26800 10.74398 0.159 -0.753 -0.238 0.00
H 2.22126 1.39792 9.55652 0.107 0.189 -0.234 0.00
H 3.70166 0.46964 9.27642 0.195 0.243 0.516 0.00
H 0.95978 -0.70315 9.27934 -0.193 -0.173 -0.196 0.00
H 2.41778 -1.54894 8.91905 -0.037 -0.078 -0.800 0.00
H 3.75681 -0.20007 6.94149 -0.019 -0.236 -0.498 0.00
H 2.66309 0.55769 4.34101 0.190 -0.095 0.299 0.00
H -0.42146 0.26578 7.24103 -0.167 0.285 -0.525 0.00
H 0.50647 1.68190 3.81214 -0.289 -0.150 -0.134 -0.01
H -0.55417 1.96935 5.19374 -0.450 -0.315 -0.366 0.00
H -0.59028 0.32188 4.28548 -1.069 0.892 -0.714 0.01
C 2.31822 -4.72412 -1.39545 -1.668 -1.088 -0.566 0.00
C 2.06982 -4.69962 -2.90621 1.675 0.372 -0.515 0.00
N 0.74871 -5.10828 -3.36008 -1.904 -2.029 -0.664 0.00
C -0.42162 -5.04008 -2.63134 -1.005 0.141 -0.688 0.00
C -1.46681 -5.38838 -3.46221 0.773 -0.655 -0.418 0.00
N -0.92511 -5.80757 -4.69855 2.274 1.001 2.535 0.00
C 0.41936 -5.68116 -4.55400 -0.084 1.068 0.062 0.00
C -1.62576 -6.19757 -5.91859 -0.288 0.284 0.409 0.00
H 2.09787 -5.71766 -1.00505 -0.109 -0.181 -0.037 0.00
H 1.51769 -4.08801 -1.01780 0.790 0.454 0.878 0.00
H 3.34798 -4.56004 -1.07801 -0.308 0.699 -0.325 0.00
H 2.81862 -5.28309 -3.44191 -0.168 -0.274 -0.045 0.00
H 2.20456 -3.68365 -3.27735 -0.041 0.172 0.085 0.00
H -0.42232 -4.79501 -1.57951 -0.211 0.263 -0.208 0.00
H -2.53076 -5.49058 -3.30741 0.164 0.241 0.246 0.00
H 1.16693 -5.89776 -5.30274 -0.224 0.007 -0.108 0.00
H -2.09993 -7.16763 -5.76942 0.285 -0.045 -0.260 0.00
H -0.90266 -6.15137 -6.73289 -0.311 -0.285 -0.007 0.00
H -2.41357 -5.45878 -6.06572 0.099 -0.036 -0.229 0.00
P -3.97171 -1.02116 1.75926 -1.988 -3.449 2.099 0.00
F -4.75169 -2.38670 1.23228 0.607 1.595 0.141 0.00
F -4.41070 -0.22006 0.49065 -1.184 0.514 -0.962 0.00
F -5.21593 -0.59570 2.69635 0.999 0.353 -0.984 0.00
F -3.05626 0.25806 2.12148 0.275 0.925 1.539 0.01
F -3.37444 -1.94753 2.98689 -0.141 1.300 -0.280 0.00
F -2.63842 -1.49495 0.94660 1.406 -1.144 -1.565 0.00
P 0.63553 -2.63388 2.16568 0.009 -2.279 1.274 0.01
F 1.70033 -1.65754 2.95023 0.142 -0.600 0.191 0.00
F 1.89145 -3.63998 1.72476 -1.727 0.619 0.672 0.00
F 0.27424 -3.45110 3.55540 0.803 1.191 -2.015 0.00
F -0.54363 -3.43676 1.34762 1.645 0.103 0.654 0.00
F -0.46567 -1.47466 2.47022 -1.038 0.847 1.006 0.04
F 0.92344 -1.77825 0.84853 0.730 0.411 -1.796 0.03
P -1.50269 -0.70162 -2.47213 -1.446 -1.089 -2.620 0.00
F -2.04281 0.07322 -1.18448 -2.150 0.781 1.761 0.03
F -0.79635 0.75594 -2.74870 0.471 -0.985 -1.458 0.00
F -0.25481 -1.07479 -1.46257 0.695 -0.956 -0.850 0.01
F -0.87222 -1.50579 -3.76754 0.524 1.135 1.533 0.00
F -2.29718 -2.05245 -2.02955 0.846 0.760 0.057 0.00
F -2.80092 -0.32565 -3.44537 1.451 0.321 1.471 0.00
```
Positions in Å, forces in eV/Å.